# 1
27
Properties=species:S:1:pos:R:3:forces:R:3:lowdin_spin:R:1 method="wB97M-V/def2-TZVPD" e_lumo_ev="-0.93 / -0.76" spin_multiplicity=2 e_homo_ev="-7.64 / -7.51" gap_ev="6.7113 / 6.7521" total_charge=0
Mo 0.4363 -0.3196 0.5439 0.575 2.818 -0.260 0.877
O 0.0172 -1.8780 -0.5216 -2.073 -1.160 -0.044 0.018
N 0.8445 -2.6585 -1.1944 1.994 -0.778 -0.910 0.007
C 0.3879 -3.8164 -1.7328 -0.102 0.516 0.265 -0.001
C 1.2235 -4.6088 -2.4649 0.271 -0.001 -0.107 0.005
C 2.5579 -4.2217 -2.6609 -0.279 0.457 0.410 -0.001
C 3.0173 -3.0630 -2.0631 0.019 -0.670 -0.408 0.004
C 2.1552 -2.2738 -1.3116 -1.039 0.381 0.699 0.004
S 2.5880 -0.8314 -0.4764 0.069 0.271 0.104 0.024
H -0.6488 -4.0350 -1.5315 -0.053 0.051 0.009 0.000
H 0.8486 -5.5303 -2.8759 -0.093 -0.062 -0.068 0.000
H 3.2072 -4.8330 -3.2641 0.167 -0.072 -0.023 0.000
H 4.0478 -2.7515 -2.1384 0.021 0.047 -0.067 0.000
O -1.1633 -0.2333 2.0424 -0.412 -1.206 -0.237 0.050
C -0.5512 0.8659 2.0845 -1.070 1.285 0.414 0.004
O 0.7105 0.9050 2.2340 1.540 -0.682 0.346 0.020
C -1.2409 2.1652 1.8370 0.199 0.116 -0.374 -0.003
C -1.9313 2.9079 2.7787 0.091 -0.035 -0.067 0.000
C -2.4216 4.1584 2.4333 0.046 -0.137 0.059 -0.003
C -2.2252 4.6551 1.1541 -0.015 0.071 -0.066 0.000
C -1.5622 3.9077 0.1973 0.060 -0.236 0.024 -0.001
C -1.0641 2.6561 0.5396 -0.181 -0.270 0.231 0.010
S -0.2103 1.6657 -0.6405 0.485 -1.020 -0.072 -0.014
H -2.0615 2.5199 3.7762 -0.046 -0.039 0.149 0.000
H -2.9483 4.7445 3.1686 -0.072 0.099 0.081 0.000
H -2.5902 5.6376 0.8998 -0.090 0.114 -0.043 0.000
H -1.4231 4.2643 -0.8123 -0.012 0.143 -0.048 0.000

# 2
24
Properties=species:S:1:pos:R:3:forces:R:3:lowdin_charge:R:1 method="wB97M-V/def2-TZVPD" e_lumo_ev=0.29 smiles="NCCN(CCN)N(O)N=O" e_homo_ev=-9.09 gap_ev=9.3835 total_charge=0
N 0.2256 2.7782 0.1588 -0.467 -0.023 -1.506 0.012
C 0.0425 2.2054 -1.2065 -1.149 -0.108 0.034 -0.250
C 0.5966 0.8035 -1.2278 0.899 -1.811 -3.547 -0.225
N -0.0248 -0.1074 -0.3346 -1.882 -0.767 2.049 -0.151
C -1.4363 -0.5265 -0.6266 -0.548 -0.215 3.855 -0.097
C -2.5437 0.4474 0.1494 2.514 0.654 1.301 -0.198
N -1.7543 1.0502 1.4445 -4.939 -2.738 0.795 -0.111
N 0.7898 -1.0448 0.2337 1.722 -1.677 -3.764 -0.211
O 0.9734 -1.2989 1.5506 -0.984 0.596 -0.363 0.051
N 1.4854 -1.8950 -0.6166 -0.558 -0.643 4.177 0.076
O 2.0830 -2.7965 0.1146 -1.304 2.401 -2.101 -0.120
H 1.2293 2.8396 0.2709 0.090 0.174 0.233 0.059
H -0.1305 2.1212 0.8437 -0.134 -0.065 0.096 0.005
H -0.9612 2.0136 -1.5921 -0.764 1.004 0.862 0.086
H 0.4237 2.9232 -1.9460 0.536 -0.640 0.155 0.115
H 0.7768 0.1724 -2.2508 -0.746 2.112 1.543 0.164
H 1.5479 0.9785 -0.8982 2.818 -0.280 1.029 0.078
H -1.6433 -1.5683 -0.2420 0.688 1.064 0.122 0.126
H -1.5049 -0.7047 -1.6470 -0.667 0.576 -2.225 0.076
H -2.7045 1.3992 -0.3709 -0.723 -0.798 -0.460 0.068
H -3.4377 -0.0572 0.6529 1.038 0.495 -1.809 0.101
H -1.8371 -0.0203 1.9582 0.470 4.356 -0.476 0.128
H -2.6766 1.7839 1.8300 3.536 -3.190 -0.772 0.164
H 1.4602 -2.1649 1.3376 0.556 -0.478 0.772 0.055

# 3
7
Properties=species:S:1:pos:R:3:forces:R:3:lowdin_charge:R:1 method="wB97M-V/def2-TZVPD" e_lumo_ev=4.66 e_homo_ev=-3.01 gap_ev=7.6712 total_charge=-1
C -0.5279 0.0591 -0.3451 2.227 -0.534 1.269 -0.173
C 1.2671 0.3602 0.3122 -2.988 0.468 -0.456 -0.696
N -1.4358 -0.3243 0.5045 2.377 1.352 -1.194 -0.030
O 1.5514 1.5175 0.5911 0.209 -0.441 -0.142 -0.067
O 1.7535 -0.7529 0.3322 0.615 -0.203 -0.088 -0.056
H -0.3854 -0.0814 -1.5046 -1.284 -0.098 1.579 0.059
H -2.2228 -0.7781 0.1096 -1.155 -0.544 -0.967 -0.037

# 4
97
Properties=species:S:1:pos:R:3:forces:R:3:lowdin_spin:R:1 method="wB97M-V/def2-TZVPD" e_lumo_ev="-3.86 / -3.67" spin_multiplicity=3 e_homo_ev="-9.87 / -10.02" gap_ev="6.0113 / 6.3589" total_charge=+1
Mo 0.4892 0.3209 -0.4556 0.403 -0.812 1.009 1.756
Cl 5.8664 1.3754 3.8621 0.001 -0.014 0.051 -0.001
C 4.9083 1.2048 2.4381 0.007 0.010 -0.026 -0.002
C 3.5911 0.8009 2.5599 -0.001 0.140 -0.006 0.003
C 2.7911 0.6607 1.4350 0.058 -0.023 -0.156 0.007
N 1.4274 0.2452 1.4952 -0.042 -0.172 0.529 0.062
C 1.3880 -0.9143 2.2842 0.183 0.133 -0.090 0.013
O 2.3191 -1.7079 2.3019 -0.097 -0.051 -0.055 0.018
C 0.3123 -1.2032 3.3032 -0.006 -0.093 0.169 0.000
C 0.8039 -1.6423 4.5362 -0.013 0.050 0.043 0.001
C -0.0868 -2.0389 5.5135 0.094 0.006 -0.024 0.000
C -1.4404 -2.0254 5.2163 -0.015 -0.021 0.058 0.001
C -1.8280 -1.5747 3.9709 -0.072 0.143 -0.107 0.000
N -0.9814 -1.1432 3.0328 -0.048 0.294 -0.018 0.001
C 3.3336 0.9359 0.1858 0.018 0.105 0.330 0.007
C 4.6561 1.3431 0.0498 -0.057 -0.013 -0.113 -0.001
C 5.4449 1.4731 1.1792 -0.067 -0.012 0.019 0.002
Cl 7.0814 1.9845 0.9989 0.041 -0.007 -0.022 0.001
N 2.3861 0.8598 -0.8455 0.388 -0.261 -0.386 -0.002
C 2.6343 1.4668 -2.0563 0.006 -0.037 0.252 0.006
O 3.5997 1.3315 -2.7666 0.072 0.078 -0.094 0.009
C 1.5305 2.4354 -2.2980 -0.049 0.186 0.005 0.008
C 1.6512 3.4441 -3.2236 0.137 -0.121 -0.111 -0.001
C 0.7239 4.4765 -3.2183 -0.195 -0.006 0.088 0.011
C -0.2897 4.4184 -2.2839 0.080 0.151 -0.103 -0.002
C -0.3659 3.3331 -1.4241 -0.048 -0.186 -0.001 0.012
N 0.5191 2.3429 -1.4021 0.121 0.899 -0.343 0.003
H 3.1893 0.6008 3.5445 0.029 0.011 -0.005 0.000
H 1.8711 -1.6727 4.6993 -0.008 -0.034 0.011 0.000
H 0.2697 -2.3771 6.4779 -0.011 0.020 -0.012 0.000
H -2.1763 -2.3588 5.9352 -0.021 0.018 -0.037 0.000
H -2.8777 -1.5634 3.7002 -0.042 0.048 0.014 0.000
H 5.0703 1.5505 -0.9259 0.043 0.004 0.025 0.000
H 2.4908 3.4171 -3.9053 0.016 0.001 0.048 0.000
H 0.8001 5.3046 -3.9102 0.022 -0.020 0.003 0.001
H -1.0306 5.2021 -2.2004 0.000 -0.027 -0.013 0.000
H -1.1576 3.2670 -0.7113 0.048 -0.094 -0.196 0.000
C -3.8498 -1.3877 0.5735 0.074 0.192 0.264 -0.006
Si -2.0014 -1.3793 0.1444 -1.108 -0.806 -0.504 -0.002
C -1.8717 -2.2032 -1.6005 0.030 0.366 -0.066 0.004
C -1.3912 -2.9607 1.0376 0.350 0.359 0.158 0.000
C -1.6127 0.6247 0.0154 0.502 -0.309 0.276 -0.017
Si -2.2596 1.8129 1.4290 -0.133 0.387 0.176 0.006
C -4.1253 2.0399 1.2035 0.059 -0.084 -0.089 0.000
C -2.0729 1.6673 3.3029 0.149 -0.491 -0.163 0.002
C -1.4462 3.5454 1.3135 -0.087 -0.030 -0.078 -0.001
Si -2.5525 1.0205 -1.6051 -0.155 -0.084 -0.275 0.007
C -4.0703 0.0233 -2.1436 0.060 -0.133 0.198 0.002
C -3.2177 2.7666 -1.9736 0.138 0.064 0.185 0.002
C -1.2281 0.5773 -2.9237 -0.111 0.040 0.112 0.016
C -1.4887 0.6697 -4.2827 -0.009 0.014 -0.052 -0.001
C -0.5987 0.1512 -5.2105 0.048 -0.044 0.066 0.014
C 0.5513 -0.4666 -4.7449 -0.087 0.012 -0.112 -0.002
C 0.7829 -0.4922 -3.3859 -0.035 0.017 0.083 0.015
N -0.0667 0.0249 -2.4843 -0.389 -0.064 -1.311 0.010
H -4.3467 -2.1848 0.0142 0.082 -0.022 0.038 -0.001
H -4.3610 -0.4537 0.3528 -0.003 -0.132 0.031 0.000
H -3.9964 -1.6003 1.6357 0.056 0.032 0.001 0.000
H -2.6528 -2.9693 -1.6290 0.014 0.010 0.122 0.000
H -0.9169 -2.7206 -1.6995 0.043 0.011 0.027 0.000
H -2.0030 -1.5918 -2.4870 -0.032 -0.131 -0.037 0.000
H -1.5263 -3.7861 0.3332 -0.022 0.107 -0.067 0.000
H -1.9938 -3.1704 1.9180 -0.016 0.045 -0.009 0.000
H -0.3493 -2.9403 1.3493 -0.027 -0.040 -0.005 0.000
H -4.6742 1.2208 1.6742 0.038 0.039 0.006 0.000
H -4.4515 2.1013 0.1619 -0.061 0.004 0.134 0.000
H -4.4409 2.9611 1.7009 0.050 0.006 -0.018 0.000
H -2.7301 0.9432 3.7733 0.003 -0.205 0.017 0.000
H -2.3536 2.6486 3.6925 -0.052 -0.031 -0.101 0.000
H -1.0468 1.4717 3.6142 0.007 -0.024 0.036 0.000
H -1.8819 4.2325 0.5831 0.035 0.007 0.109 0.000
H -0.3666 3.4879 1.1526 -0.031 0.052 0.061 0.001
H -1.5924 4.0190 2.2840 -0.046 -0.069 0.013 0.000
H -4.9611 0.3707 -1.6142 0.051 0.047 -0.040 0.000
H -3.9978 -1.0512 -2.0008 -0.089 0.103 -0.088 0.000
H -4.2356 0.2133 -3.2084 0.051 0.072 0.010 0.000
H -4.2747 2.6709 -2.2273 0.016 -0.024 0.021 0.000
H -2.7136 3.2176 -2.8302 0.012 -0.045 0.002 0.000
H -3.1548 3.4685 -1.1393 -0.020 -0.032 -0.108 0.000
H -2.4080 1.1409 -4.6104 0.011 -0.041 0.002 0.000
H -0.8026 0.2097 -6.2720 0.003 0.021 0.017 0.001
H 1.2689 -0.9084 -5.4214 0.023 0.015 0.031 0.000
H 1.6965 -0.9213 -3.0046 0.063 0.007 0.032 0.001
O 1.1164 -1.7412 -0.4010 -0.654 0.537 0.278 0.030
S 1.9955 -2.7473 -1.1435 0.325 -0.135 0.004 0.004
C 1.8965 -4.3082 -0.2031 0.043 0.068 0.044 0.001
C 3.1605 -4.4083 0.6443 0.058 0.058 -0.028 0.000
C 4.2685 -3.7570 -0.1820 -0.114 -0.085 0.058 0.000
C 3.7014 -2.4076 -0.6039 0.038 -0.015 -0.127 0.001
H 1.8379 -5.0926 -0.9589 -0.016 0.015 -0.008 0.000
H 0.9716 -4.2854 0.3692 -0.056 0.026 -0.095 0.000
H 3.3797 -5.4468 0.8897 -0.021 0.000 -0.013 0.000
H 3.0208 -3.8474 1.5674 0.005 -0.031 0.037 0.000
H 4.5031 -4.3681 -1.0578 0.055 0.006 0.024 0.000
H 5.1839 -3.6258 0.3933 0.011 0.050 -0.034 0.000
H 4.2387 -1.9179 -1.4152 -0.046 0.026 0.006 0.000
H 3.5972 -1.7329 0.2479 -0.055 -0.002 0.017 0.000

# 5
102
Properties=species:S:1:pos:R:3:forces:R:3:lowdin_charge:R:1 method="wB97M-V/def2-TZVPD" e_lumo_ev=-0.45 e_homo_ev=-5.78 gap_ev=5.3348 total_charge=0
Tl -0.7300 -0.1149 -1.0238 0.221 0.850 0.583 0.507
C -5.2154 -2.2543 -0.4901 -0.379 -0.974 1.116 -0.114
C -4.0788 -2.0117 0.5598 -1.513 0.740 0.661 -0.534
C -4.4910 -2.6823 1.8960 0.506 -1.186 0.016 -0.107
P -2.3450 -2.1185 -0.0209 -0.366 -1.142 0.014 0.898
C -2.1703 -3.6683 -1.0640 0.671 1.723 -0.506 -0.565
C -3.1332 -4.7093 -0.6542 -1.034 -2.712 -0.775 -0.158
C -2.3957 -3.3656 -2.5766 1.031 -1.539 0.096 -0.116
C -1.3644 -2.5575 1.4323 0.860 -0.052 1.923 -0.308
C -0.8890 -3.8564 1.7513 0.854 1.942 -0.224 -0.086
C 0.1392 -4.0476 2.6930 -0.691 -1.618 -0.752 -0.120
C 0.4763 -3.0169 3.5397 0.679 0.125 0.374 -0.141
C -0.0582 -1.7661 3.3756 -1.402 1.226 -1.237 -0.049
C -0.9864 -1.4471 2.3156 0.555 -2.391 -0.509 -0.324
N -1.4789 -0.2514 1.9749 0.444 0.242 -1.013 -0.022
C -1.9762 0.6709 2.7947 -1.280 1.348 -0.705 -0.313
C -2.3118 0.4254 4.1376 0.280 -0.315 1.260 -0.043
C -3.1166 1.3037 4.8873 1.932 -1.563 -0.729 -0.109
C -3.5228 2.4876 4.3341 -0.360 0.549 -0.538 -0.130
C -3.1879 2.8188 3.0065 0.081 -0.109 0.057 -0.127
C -2.4419 1.9513 2.2036 0.556 -0.786 1.327 -0.308
P -1.9694 2.3303 0.4985 0.719 0.095 -0.101 0.979
C -0.7902 3.8418 0.5465 -0.627 -0.214 0.823 -0.504
C 0.6643 3.4154 0.7533 -0.169 -0.716 -0.895 -0.132
C -1.1597 4.9024 1.6212 1.294 0.812 -0.557 -0.119
C -3.4838 3.0897 -0.1706 -1.037 0.203 0.600 -0.611
C -4.6961 2.1545 0.0330 0.186 -0.142 -1.050 -0.108
C -3.3784 3.4977 -1.6194 1.133 -0.511 -0.799 -0.130
H -6.1208 -1.6956 -0.1366 0.796 -0.176 -0.775 0.088
H -5.5263 -3.3339 -0.4364 0.280 0.962 0.065 0.068
H -4.9453 -2.1097 -1.5375 -0.139 0.594 0.145 0.054
H -4.0719 -0.9312 0.8376 -0.203 -0.423 -0.352 0.080
H -3.7866 -2.3987 2.6913 -0.095 -0.338 -0.231 0.069
H -4.5926 -3.8130 1.8387 0.437 1.261 -0.006 0.086
H -5.4684 -2.3528 2.2426 -0.190 0.335 -0.276 0.069
H -1.1035 -3.9173 -0.8709 -0.639 -0.183 -0.312 0.107
H -4.1408 -4.5379 -1.1559 1.284 -0.253 0.872 0.082
H -3.2581 -4.8316 0.4249 -0.112 0.125 -0.204 0.058
H -2.7796 -5.7206 -1.0477 -0.487 1.005 0.436 0.105
H -3.4620 -3.2245 -2.7321 0.028 0.343 -0.276 0.051
H -2.0919 -4.2870 -3.1808 -0.417 1.106 0.706 0.101
H -1.7814 -2.5382 -2.9422 -0.270 0.061 0.022 0.043
H -1.2597 -4.6572 1.1660 0.070 -0.854 -0.431 0.067
H 0.6739 -5.0290 2.7094 -0.754 0.873 0.343 0.106
H 1.1984 -3.2022 4.3357 -0.027 0.154 -0.210 0.105
H 0.2166 -0.8918 3.9340 0.382 -0.024 0.645 0.099
H -1.8488 -0.4774 4.6147 -0.869 0.867 -0.432 0.104
H -3.2654 1.0300 5.9265 -0.361 0.266 -0.053 0.098
H -4.0872 3.1150 4.9846 -0.418 0.797 -0.040 0.080
H -3.4956 3.7823 2.5640 -0.013 -0.572 0.493 0.099
H -0.8872 4.2338 -0.4770 -0.084 0.147 0.382 0.082
H 1.0880 3.8629 1.6094 0.221 0.311 1.410 0.048
H 1.2793 3.8640 -0.0313 0.095 -0.641 -0.313 0.074
H 0.7680 2.3162 0.8567 0.265 0.560 -0.353 0.058
H -1.3224 4.4639 2.6074 0.090 -0.130 -0.184 0.059
H -2.0553 5.4482 1.3288 -0.032 0.188 0.126 0.059
H -0.2827 5.6474 1.7472 -1.432 -0.975 -0.354 0.102
H -3.6313 4.0063 0.4037 -0.334 0.084 0.152 0.087
H -4.5311 1.2004 -0.5361 -0.210 0.736 0.319 0.082
H -5.5967 2.6637 -0.3627 0.323 -0.402 0.162 0.082
H -4.8621 1.8810 1.0619 -0.027 0.025 0.370 0.054
H -3.0085 2.6239 -2.2176 -0.620 0.564 0.204 0.072
H -2.5698 4.2411 -1.7403 -0.601 0.005 -0.106 0.065
H -4.3406 3.8760 -2.0094 0.536 -0.142 0.078 0.084
N 0.6735 1.7523 -4.1324 0.386 0.889 0.771 -0.037
C 0.5680 1.8429 -5.4839 0.135 -0.935 -0.407 -0.120
C -0.6537 1.2881 -5.8413 0.817 0.622 1.455 -0.076
C -1.2701 0.9034 -4.6154 2.104 1.571 -0.509 -0.144
N -0.4630 1.2485 -3.5935 -0.345 -0.337 -0.345 -0.077
H 1.4194 2.2192 -3.5065 -1.999 -1.360 -1.508 0.190
H 1.4122 2.0423 -6.1530 -0.434 0.414 0.576 0.116
H -1.0228 1.3651 -6.8236 -0.518 -0.511 -0.886 0.075
H -2.2439 0.4794 -4.5102 -0.273 -0.174 0.507 0.097
C 3.7667 -1.6321 2.6627 0.863 -1.265 0.176 -0.102
C 4.5528 -0.6117 1.8640 1.339 -0.971 -0.229 -0.225
C 5.1916 -1.1742 0.5689 -0.661 -0.409 0.661 -0.170
N 4.2075 -1.5044 -0.4673 -0.217 -1.232 -0.023 0.018
C 3.3361 -0.7071 -1.1042 0.004 -0.797 -1.017 -0.838
S 1.9553 -1.3481 -1.8330 0.884 0.060 0.141 0.507
N 3.6188 0.6257 -1.2674 -0.013 0.234 0.019 0.096
C 4.8115 1.3670 -1.1702 0.257 1.803 0.945 -0.353
O 4.7503 2.4851 -0.6225 0.486 -2.545 -1.520 0.079
C 6.0739 0.8263 -1.8451 -0.032 0.774 0.157 -0.150
C 7.2976 1.2928 -1.3348 -0.957 -0.827 -1.210 -0.029
C 8.4936 0.9758 -1.9688 0.211 -0.194 0.767 -0.058
C 8.4562 0.2117 -3.1378 -0.298 0.760 0.213 -0.061
C 7.2341 -0.1873 -3.6738 0.869 0.700 0.399 -0.079
C 6.0628 0.1111 -3.0482 -1.654 -0.014 1.161 -0.031
H 3.2869 -1.2039 3.5339 0.168 0.123 0.301 0.066
H 4.4951 -2.4520 2.9746 -1.014 0.923 -0.114 0.099
H 2.9522 -2.1243 2.1271 0.109 0.139 -0.325 0.062
H 5.3937 -0.2170 2.4492 -0.118 -0.204 0.142 0.115
H 3.9986 0.2533 1.6187 -0.949 0.950 -0.415 0.087
H 5.7520 -2.0969 0.7109 -0.275 -0.261 0.483 0.126
H 5.9810 -0.5347 0.2497 0.207 0.886 -0.685 0.080
H 3.9156 -2.5115 -0.5210 0.387 1.642 0.139 0.146
H 2.8054 1.1850 -1.4944 0.067 -0.072 0.357 0.119
H 7.1653 1.9372 -0.5136 0.556 0.673 1.110 0.102
H 9.4390 1.2882 -1.4816 -0.618 -0.144 -0.706 0.118
H 9.3571 0.0806 -3.7020 0.373 -0.361 -0.099 0.100
H 7.1596 -0.5935 -4.6376 0.254 -0.846 -1.097 0.094
H 5.1105 -0.2109 -3.4822 0.287 0.155 0.135 0.125

For the records above, the corresponding max |F| values read 2.9; 5.7; 3.1; 1.5; 3.0 eV/Å.